(1)
10 unconnected molecules or ions with the total composition C40H60O30. Source: the Open Molecules 2025 dataset; level of theory: ωB97M-V/def2-TZVPD.

XYZ file:
```
130
Properties=species:S:1:pos:R:3:forces:R:3:lowdin_charge:R:1
C -2.69855 -7.76197 -2.32260 -0.4 3.1 1.0 0.025
C -2.30887 -6.39788 -1.53123 -0.2 -1.9 1.8 -0.302
C -1.08761 -5.77687 -2.05445 1.6 0.8 0.7 -0.102
O -1.54077 -4.52647 -2.55424 5.6 0.3 -1.8 0.121
C -2.74569 -4.32148 -2.35532 -5.6 3.0 -0.8 -0.638
O -3.38969 -3.31883 -2.71429 1.6 -2.5 1.3 0.105
O -3.27608 -5.37434 -1.73398 -2.0 -1.0 0.8 0.089
H -2.76697 -7.26807 -3.32516 0.1 -1.5 0.3 0.108
H -3.66355 -8.08734 -1.98663 -0.9 0.2 -0.1 0.060
H -2.11152 -8.66115 -2.15067 0.9 0.6 -0.4 0.081
H -2.01286 -6.38837 -0.43325 -1.7 -1.1 -0.9 0.162
H -0.66418 -6.39683 -2.82190 0.8 0.3 -0.5 0.138
H -0.44310 -5.56466 -1.16296 0.3 -0.2 -1.4 0.135
C 4.66247 -2.09556 -1.77835 -1.9 -0.3 -0.3 0.026
C 3.58223 -3.23075 -1.76317 3.7 -1.9 0.4 -0.339
C 2.19885 -2.89392 -1.76678 -4.2 0.3 5.9 -0.116
O 1.47361 -3.73905 -2.63058 -1.2 2.1 1.3 0.133
C 2.37723 -4.23500 -3.35020 2.5 -2.4 -5.6 -0.630
O 2.12948 -4.81394 -4.38348 0.4 -0.3 0.5 0.124
O 3.65597 -3.94935 -2.97393 -0.7 -0.8 -1.8 0.088
H 5.44616 -2.52994 -1.20007 1.1 0.2 0.1 0.060
H 4.25023 -1.20392 -1.23809 0.5 -0.6 -0.7 0.086
H 4.94479 -1.87891 -2.85766 -0.3 -0.1 1.5 0.111
H 3.82344 -4.06602 -1.04741 -0.1 1.3 0.2 0.171
H 2.11316 -1.83259 -1.83905 -1.1 0.7 -0.8 0.115
H 1.67635 -3.29017 -0.80331 1.3 1.8 -0.7 0.162
C 0.30539 0.26223 -6.38218 2.7 0.7 -3.6 -0.002
C 1.03894 -0.56963 -5.34576 3.4 7.5 -2.6 -0.267
C 2.45506 -0.99780 -5.60089 -0.1 8.5 -0.8 -0.092
O 3.20094 -0.56988 -4.51476 1.2 0.1 2.1 0.081
C 2.51873 0.37224 -3.79452 -0.5 -1.0 0.9 -0.515
O 2.89709 0.95885 -2.80585 -0.1 -0.7 -1.8 0.131
O 1.26760 0.39860 -4.27239 -0.4 0.7 0.7 0.045
H -0.03518 -0.21250 -7.45862 2.0 0.7 2.4 0.143
H 1.11728 1.19635 -6.43503 -2.6 -2.2 -0.8 0.160
H -0.65892 0.62572 -6.20686 -1.2 0.7 1.7 0.037
H 0.58682 -1.27742 -4.94868 -4.7 -6.5 3.5 0.065
H 2.90984 -0.48204 -6.44265 -0.3 0.3 -0.5 0.150
H 2.41022 -1.88752 -5.86209 0.7 -8.9 -1.2 0.063
C -1.29339 -3.12804 0.62542 0.9 -2.8 5.7 0.034
C -2.62622 -2.57947 0.90826 6.5 0.2 6.2 -0.347
C -3.06507 -2.83638 2.32509 6.3 0.9 2.1 -0.021
O -3.17903 -1.52106 2.84510 0.2 -0.7 2.0 0.122
C -2.96813 -0.65389 1.89923 -1.2 1.5 -0.2 -0.611
O -3.19825 0.50678 1.98540 0.3 1.3 0.4 0.159
O -2.64675 -1.24137 0.77985 0.9 2.4 -1.9 0.161
H -0.81556 -2.84328 1.57860 1.3 0.9 -0.9 0.087
H -0.88346 -2.90370 -0.24250 2.1 1.8 -3.8 0.036
H -1.00708 -4.21573 0.80706 -1.6 0.6 -0.6 0.119
H -3.19739 -2.94495 0.32541 -8.1 -4.5 -7.6 0.061
H -2.36033 -3.47915 3.05132 -1.4 1.4 -1.9 0.195
H -3.95488 -3.17777 2.32987 -6.2 -3.0 0.3 0.071
C -7.00996 3.67819 2.08022 5.6 2.7 1.6 0.015
C -6.00956 3.99521 0.94885 0.1 0.7 0.9 -0.275
C -4.48733 4.00870 1.13362 0.7 -2.4 2.9 -0.094
O -4.06680 3.48122 -0.08392 1.3 0.2 -3.2 0.035
C -5.06864 2.77989 -0.65011 2.5 -2.1 -4.8 -0.581
O -5.00869 2.05184 -1.67009 0.7 2.1 3.3 0.082
O -6.15326 3.02324 -0.05449 -3.4 -0.7 1.1 0.122
H -7.09197 2.66957 2.43618 1.2 -0.2 1.1 0.096
H -7.84818 3.74877 1.64743 -6.7 0.6 -3.8 -0.012
H -7.05353 4.66240 2.66482 0.4 -2.0 0.5 0.132
H -6.26588 4.92335 0.42620 -0.3 0.3 0.5 0.164
H -4.10843 3.08463 1.70168 -1.1 1.6 1.0 0.140
H -3.94236 4.91012 1.53769 -0.8 -0.7 -1.2 0.153
C 4.18904 2.38972 0.32424 -0.5 -3.9 -0.4 -0.006
C 3.45008 2.66024 1.66920 6.9 0.0 -2.2 -0.345
C 4.17360 2.07610 2.90166 -4.1 -3.7 0.1 -0.129
O 4.42527 3.15444 3.71002 0.8 0.0 0.6 0.109
C 4.06193 4.26822 3.06741 -0.7 4.6 2.1 -0.523
O 4.06199 5.37972 3.59339 0.5 -3.0 -1.6 0.138
O 3.62429 4.02723 1.82304 -1.0 1.3 1.2 0.080
H 3.61681 2.85574 -0.54751 1.1 -0.5 1.2 0.070
H 3.95071 1.17553 0.24352 1.0 2.8 -0.4 0.123
H 5.37446 2.53279 0.30083 -2.9 0.0 0.2 0.132
H 2.54127 2.25252 1.66899 -4.2 -0.6 -0.4 0.077
H 4.85090 1.24469 2.80932 1.8 0.9 -0.6 0.120
H 3.35103 1.31531 3.33619 1.0 2.1 0.1 0.135
C 3.05609 -1.52870 3.64701 2.0 1.9 -4.7 -0.044
C 2.59013 -2.93391 3.56591 -1.5 -1.5 1.2 -0.331
C 1.09468 -3.23355 3.87634 0.0 1.6 -0.1 -0.057
O 0.86501 -4.36412 3.05297 -3.1 -0.3 1.2 0.049
C 1.67538 -4.45244 2.07260 0.9 -1.1 -4.4 -0.560
O 1.44907 -5.15555 1.05389 1.4 2.4 3.2 0.076
O 2.72952 -3.63020 2.31050 0.2 0.3 -1.8 0.083
H 2.54896 -0.76366 2.90717 0.2 -1.6 1.6 0.092
H 4.08534 -1.56678 3.08976 -1.4 0.1 1.2 0.124
H 3.25876 -1.06260 4.59435 -0.3 -0.3 0.6 0.077
H 3.19042 -3.55252 4.19060 0.6 -0.2 1.1 0.142
H 0.50193 -2.21986 3.52013 0.8 -2.8 1.1 0.184
H 0.88288 -3.73179 4.85311 0.1 1.7 -0.2 0.152
C 1.28612 4.04150 -1.79578 -3.5 -0.2 0.5 0.020
C 0.60993 4.50380 -0.43558 -0.4 -1.3 -0.1 -0.302
C 1.14967 5.72618 0.28073 0.0 2.0 0.0 -0.005
O -0.08154 6.54900 0.52796 4.6 0.3 1.4 0.119
C -1.06147 5.99831 0.01287 -7.5 -0.6 -2.2 -0.583
O -2.21359 6.49520 0.07500 3.1 -2.1 -0.4 0.071
O -0.78519 4.80404 -0.68945 0.3 1.8 1.0 0.034
H 0.91326 4.75626 -2.58589 -0.1 -1.0 0.7 0.112
H 1.02851 2.93954 -2.04621 0.6 2.0 0.3 0.092
H 2.29688 4.24305 -1.79152 2.4 -0.2 0.3 0.030
H 0.55898 3.76243 0.40033 0.4 -0.4 -1.1 0.138
H 1.73876 6.42343 -0.39032 -0.1 -1.1 1.1 0.161
H 1.53898 5.48057 1.31140 0.1 0.7 -1.5 0.118
C 0.01243 1.65361 4.92377 1.5 -1.8 0.4 -0.007
C 0.00996 2.38445 3.55627 -1.3 1.3 5.0 -0.309
C -1.28363 2.97219 3.10488 -2.8 -0.3 -3.0 -0.082
O -1.04513 4.35894 2.95744 0.2 1.0 0.6 0.079
C 0.18640 4.60912 3.37493 2.4 3.3 0.0 -0.575
O 0.79443 5.66676 3.34695 -1.8 -1.2 -0.1 0.136
O 0.81016 3.53463 3.81913 0.6 -1.1 -0.6 0.097
H -0.25695 2.29498 5.78817 0.8 0.1 -0.7 0.095
H 1.07734 1.07260 5.06385 -2.5 1.8 -0.1 0.129
H -0.72181 0.85626 5.05398 -0.1 -0.2 -0.7 0.065
H 0.37598 1.79495 2.86024 2.3 -2.7 -3.5 0.075
H -2.03272 2.79233 3.90496 -0.1 0.2 -1.0 0.147
H -1.65398 2.77363 1.93523 0.7 -0.7 3.6 0.185
C -1.55590 -0.33354 -2.47394 -0.4 -0.5 -2.3 0.003
C -0.66312 0.65199 -1.81968 -4.4 2.2 -1.2 -0.364
C -1.30437 1.41064 -0.60142 -3.6 -0.5 -1.8 -0.112
O -0.46108 1.16946 0.43528 3.8 -3.6 2.0 0.022
C 0.52439 0.29215 -0.00922 1.8 -2.6 3.5 -0.406
O 1.37330 -0.27999 0.74686 -3.0 2.8 -2.7 0.049
O 0.35481 -0.05650 -1.29464 3.0 0.1 2.3 0.093
H -1.82815 -1.15037 -1.83773 0.4 -0.8 0.4 0.063
H -1.04253 -0.66753 -3.44432 -0.9 0.0 1.5 0.109
H -2.53869 0.05050 -2.73415 0.1 0.6 -0.3 0.101
H -0.46884 1.43287 -2.59093 1.0 -0.6 0.6 0.153
H -2.50196 1.23392 -0.36884 3.3 0.2 -0.6 0.189
H -1.06738 2.40912 -0.69237 -1.1 2.6 -1.3 0.073
```
Forces are in eV/Å.

Summary:
- SMILES: C[C@H]1COC(=O)O1.C[C@H]1COC(=O)O1.C[C@H]1COC(=O)O1.C[C@H]1COC(=O)O1.C[C@H]1COC(=O)O1.C[C@H]1COC(=O)O1.C[C@H]1COC(=O)O1.C[C@H]1COC(=O)O1.C[C@H]1COC(=O)O1.C[C@H]1COC(=O)O1
- Gap between HOMO and LUMO: 0.370 Eh
- Relative energy (zero: lowest compared OMol25 entry of this formula, charge and spin): 372.85 kcal/mol

(2)
11 unconnected molecules or ions with the total composition C40H62F4O11S5. Source: the Open Molecules 2025 dataset; level of theory: ωB97M-V/def2-TZVPD.

XYZ file:
```
122
Properties=species:S:1:pos:R:3:forces:R:3:mulliken_spin:R:1
F -3.65266 5.54945 3.94972 -0.3 0.7 0.2 0.000
C -2.58598 4.86470 3.60340 1.5 -3.1 -1.9 0.000
C -2.78306 3.66496 2.79403 -0.6 1.3 1.4 0.000
C -1.76551 2.78534 2.57265 1.2 0.4 -0.5 0.000
C -0.46400 3.08014 2.98443 -1.1 0.4 0.7 0.000
C -0.24342 4.27971 3.67498 0.2 -1.5 -0.5 0.000
C -1.27650 5.17363 3.98695 -0.8 -0.3 0.2 0.000
H -3.74997 3.29360 2.48811 -0.5 0.7 0.1 0.000
H -1.90395 1.87626 2.00626 -0.4 -0.1 0.1 0.000
H 0.21015 2.23769 2.93725 0.7 0.5 -0.1 0.000
H 0.76821 4.36079 4.04435 0.0 0.7 0.3 0.000
H -1.08333 5.98307 4.67534 0.0 0.3 -0.2 0.000
F 1.38991 -1.44668 0.98849 -1.3 1.3 -1.1 0.000
C 0.44600 -0.64845 0.32262 1.0 -0.7 0.4 0.000
C -0.88433 -0.97520 0.40743 0.5 -0.2 1.3 0.001
C -1.83279 -0.13642 -0.13841 -0.4 -0.5 0.1 -0.003
C -1.45056 0.95761 -0.87574 -0.3 -0.3 -1.1 -0.014
C -0.09815 1.14445 -1.13218 -1.4 1.5 0.4 0.006
C 0.83393 0.43482 -0.45142 1.8 -1.0 0.3 -0.013
H -1.17827 -1.77706 1.06851 0.0 -0.3 -0.1 0.000
H -2.85640 -0.42984 0.04194 -0.3 0.4 -0.2 0.001
H -2.17540 1.57191 -1.38920 -0.1 0.2 0.1 0.003
H 0.17092 2.03274 -1.68440 0.3 0.0 -0.2 0.020
H 1.86929 0.71354 -0.58081 0.3 -0.2 0.3 -0.001
F -0.70356 -3.96393 3.67811 -1.6 1.8 1.3 0.000
C -0.00693 -4.76958 2.95185 2.0 -2.7 -1.1 0.000
C 0.95325 -5.57991 3.60800 0.5 -0.4 -1.1 0.000
C 1.72630 -6.49913 2.85587 -1.5 1.5 0.2 0.000
C 1.43566 -6.59904 1.50582 0.6 -0.8 -0.3 0.000
C 0.47766 -5.83990 0.85362 0.4 0.3 1.0 0.000
C -0.25732 -4.88674 1.58057 0.5 -0.8 -0.2 0.000
H 1.12937 -5.56264 4.67340 -0.3 0.5 0.1 0.000
H 2.51728 -7.08000 3.30678 -0.1 -0.1 0.1 0.000
H 1.97528 -7.35204 0.95067 0.1 0.1 -0.3 0.000
H 0.41191 -6.00209 -0.21210 -0.5 0.2 -0.1 0.000
H -1.03918 -4.35306 1.06067 -0.1 0.4 0.3 0.000
F 2.87386 0.00703 7.78833 0.4 0.2 -0.4 0.000
C 2.47020 -0.52156 6.61864 -2.9 -0.6 0.5 0.000
C 1.44015 -1.49165 6.67708 1.4 -0.4 0.2 0.000
C 1.06685 -2.08297 5.49615 -0.5 0.4 0.1 0.000
C 1.41086 -1.49595 4.29597 0.3 -1.6 -0.7 0.000
C 2.32847 -0.47259 4.20432 -1.5 -0.7 0.1 0.000
C 2.77548 0.04165 5.40479 1.6 1.3 0.1 0.000
H 0.99059 -1.92696 7.55730 0.5 0.4 0.5 0.000
H 0.47033 -2.98263 5.53024 -0.3 0.2 -0.1 0.000
H 1.06272 -2.01281 3.41389 0.0 0.2 -0.3 0.000
H 2.52108 -0.18330 3.18177 0.6 0.8 0.3 0.000
H 3.37516 0.93934 5.43512 0.4 0.0 -0.1 0.000
C -3.88558 -3.33137 0.53400 0.3 -1.0 0.8 0.000
S -5.24484 -3.27768 -0.63535 0.6 1.6 0.5 0.000
O -5.38893 -1.78343 -0.86455 0.0 -1.3 -0.4 0.000
C -4.30064 -4.00698 -2.00009 -0.1 0.4 -0.1 0.000
H -4.06050 -2.73374 1.42863 -0.4 0.3 -0.4 0.000
H -2.92263 -3.07446 0.09261 -0.2 0.2 -0.2 0.000
H -3.82044 -4.34685 0.92471 0.1 -0.3 -0.1 0.000
H -3.51711 -3.30595 -2.28774 -0.2 0.2 -0.1 0.000
H -5.01586 -4.15587 -2.80903 0.2 -0.1 -0.1 0.000
H -3.80820 -4.93485 -1.70912 -0.4 -0.1 0.1 0.000
C -5.45185 0.93784 -2.37468 -0.7 0.4 -0.4 0.000
S -4.91737 2.74044 -2.08638 1.0 -1.2 -1.6 0.000
O -3.76704 3.05104 -3.08743 -2.1 -0.4 1.5 0.000
C -6.54536 3.51628 -2.64734 2.5 -0.6 -0.9 0.000
H -4.88439 0.09844 -1.97281 0.4 0.7 0.7 0.000
H -5.56848 0.63378 -3.41490 0.2 0.9 -0.5 0.000
H -6.47208 0.86301 -1.99835 0.1 0.0 0.5 0.000
H -7.31242 2.87108 -2.21903 -0.2 0.8 0.0 0.000
H -6.45893 3.48643 -3.73350 -0.4 -0.6 -0.1 0.000
H -6.41772 4.58385 -2.46821 -0.6 -0.2 0.9 0.000
C -0.45736 -2.60990 -2.43872 0.6 -0.1 -0.8 0.000
S 0.34875 -3.39055 -3.98112 -1.3 0.7 -0.1 0.000
O 1.55972 -2.56199 -4.34420 -0.4 -0.4 0.8 0.001
C 0.77122 -5.05126 -3.39095 0.6 0.7 0.8 0.000
H -1.16021 -3.25789 -1.91507 0.3 -0.4 -0.1 0.000
H -1.04773 -1.77119 -2.80768 0.0 0.0 -0.3 0.000
H 0.28806 -2.18006 -1.76963 0.2 -0.5 -0.1 0.000
H 1.27990 -5.60661 -4.17894 -0.1 0.2 0.0 0.000
H -0.14247 -5.55592 -3.07695 -0.1 0.1 -0.2 0.000
H 1.41155 -4.93284 -2.51685 0.2 -0.2 0.0 0.000
C -3.31335 6.45150 0.51379 -0.2 -0.6 0.4 0.000
S -2.91909 6.15172 -1.22369 2.9 1.0 -0.6 0.000
O -1.94366 7.23726 -1.76243 -1.9 -1.8 1.2 0.000
C -1.78228 4.70319 -0.92308 -0.3 -0.1 0.2 0.000
H -4.00536 7.28253 0.65021 0.4 0.2 -0.3 0.000
H -2.45552 6.47962 1.18568 0.2 0.5 -0.3 0.000
H -3.85959 5.56773 0.84345 -0.2 -0.2 -0.2 0.000
H -1.41018 4.36036 -1.88854 -0.3 0.2 -0.1 0.001
H -2.26474 3.87112 -0.41027 -0.5 0.0 -0.2 0.000
H -0.92543 4.91957 -0.28505 -0.3 0.7 -0.1 0.000
C 2.44122 0.96497 -3.65218 0.7 1.1 -1.6 0.068
S 1.19654 1.79297 -4.75361 1.0 0.1 -1.2 0.250
O 1.77755 2.87735 -5.68668 -0.7 -1.9 2.0 0.616
C 0.72042 0.39815 -5.79036 -0.7 0.5 -0.5 0.045
H 2.97011 0.24903 -4.28130 -0.4 -0.3 -0.1 0.010
H 1.99654 0.48429 -2.78080 -0.1 0.6 -0.1 -0.002
H 3.13401 1.80288 -3.57435 0.0 0.0 1.2 0.001
H 0.91061 -0.53712 -5.26386 0.2 0.0 0.2 0.009
H 1.31458 0.50184 -6.69828 0.1 -0.1 0.1 0.002
H -0.33324 0.50054 -6.04998 0.0 0.0 0.0 0.001
C 1.51104 5.00872 0.09084 0.0 -0.8 -0.3 0.000
O 2.95402 4.91870 -0.17192 -1.3 1.6 1.9 0.000
C 3.41151 4.37214 -1.22367 1.8 -2.3 -2.8 -0.001
O 2.79294 3.74719 -2.09164 0.6 0.8 1.0 -0.002
O 4.79798 4.48401 -1.22048 -2.6 1.0 1.2 0.000
C 5.60178 3.77996 -2.11076 0.2 -0.6 -0.8 0.000
H 1.34931 5.23040 1.14573 0.6 0.1 -0.1 0.000
H 1.03944 4.04469 -0.09976 0.3 -0.2 -0.1 0.000
H 0.97266 5.73001 -0.52398 0.7 0.3 -0.2 0.000
H 6.01255 4.43933 -2.87535 0.1 0.2 0.2 0.000
H 5.03874 3.01303 -2.64265 0.0 -0.2 0.2 0.000
H 6.39616 3.35129 -1.49977 0.0 -0.1 -0.3 0.000
C 5.79814 -2.50605 -2.00558 0.4 -1.5 -1.6 0.000
O 5.54846 -2.36835 -0.65933 -0.5 1.2 1.8 0.000
C 4.54280 -3.04459 -0.09615 0.3 -0.6 0.9 0.000
O 3.82428 -3.83609 -0.64944 -0.2 0.2 -0.1 0.000
O 4.57022 -2.74728 1.21192 0.2 0.7 0.4 0.000
C 3.80075 -3.50194 2.18460 0.2 -1.1 -1.4 0.000
H 4.93340 -2.36598 -2.65421 -0.2 0.3 0.2 0.000
H 6.10797 -3.54140 -2.14750 0.1 -0.1 -0.4 0.000
H 6.63501 -1.87197 -2.29830 -0.3 0.2 0.3 0.000
H 3.80457 -3.05808 3.18013 0.0 0.6 -0.6 0.000
H 4.28663 -4.47337 2.27609 0.0 -0.1 0.1 0.000
H 2.82043 -3.69757 1.75009 -0.2 0.2 0.4 0.000
```
Forces are in eV/Å.

Summary:
- Total charge: +1
- Expectation value of S²: 0.757
- Gap between HOMO and LUMO (spin up / spin down): 0.286 / 0.122 Eh
- 2S+1: 2